No. 1
{"formula": "C18H34CrIN6O2S", "method": "wB97M-V/def2-TZVPD", "lumo_ev": [-2.77, -2.93], "max_force_ha_per_bohr": 0.0135, "charge": 1, "multiplicity": 5, "homo_lumo_gap_ev": [5.904, 5.738], "s2": 6.010, "relative_energy_kj_mol": 160.24, "species": ["Cr", "C", "C", "O", "N", "C", "C", "C", "C", "C", "C", "N", "H", "H", "H", "H", "H", "H", "H", "H", "H", "H", "C", "N", "C", "C", "O", "N", "C", "C", "H", "H", "H", "H", "H", "H", "H", "H", "H", "H", "H", "H", "I", "C", "N", "C", "C", "S", "N", "C", "C", "H", "H", "H", "H", "H", "H", "H", "H", "H", "H", "H", "H"], "xyz": [[-0.14, -0.31, -1.37], [-2.75, -3.67, -2.13], [-1.66, -2.96, -1.39], [-1.43, -1.77, -1.66], [-0.98, -3.61, -0.43], [0.00, -2.95, 0.42], [1.35, -2.71, -0.20], [2.41, -3.57, 0.04], [3.64, -3.32, -0.56], [3.78, -2.22, -1.38], [2.68, -1.39, -1.57], [1.50, -1.63, -0.99], [-3.59, -2.97, -2.18], [-3.06, -4.59, -1.65], [-2.41, -3.88, -3.14], [-1.16, -4.59, -0.31], [0.12, -3.57, 1.31], [-0.42, -1.99, 0.75], [2.27, -4.42, 0.69], [4.48, -3.98, -0.38], [4.72, -1.98, -1.86], [2.74, -0.50, -2.18], [1.77, 4.41, -3.14], [1.77, 3.30, -2.19], [3.06, 2.94, -1.62], [0.75, 2.43, -2.06], [1.04, 1.25, -1.66], [-0.52, 2.75, -2.36], [-1.10, 4.09, -2.33], [-1.53, 1.70, -2.34], [2.78, 4.49, -3.55], [1.52, 5.37, -2.68], [1.09, 4.21, -3.96], [3.63, 3.85, -1.45], [3.62, 2.29, -2.30], [2.92, 2.43, -0.67], [-0.39, 4.82, -1.99], [-1.93, 4.07, -1.63], [-1.47, 4.37, -3.32], [-1.17, 0.78, -2.84], [-2.38, 1.98, -2.95], [-1.95, 1.51, -1.35], [-4.24, -0.17, -1.06], [0.82, 1.78, 3.00], [-0.18, 0.83, 3.44], [-0.80, 1.20, 4.72], [-0.89, 0.12, 2.53], [-0.99, 0.61, 0.91], [-1.56, -0.96, 2.98], [-1.18, -1.67, 4.19], [-2.70, -1.53, 2.27], [1.51, 1.96, 3.82], [0.37, 2.73, 2.70], [1.37, 1.38, 2.15], [-1.02, 2.27, 4.70], [-0.14, 0.98, 5.55], [-1.74, 0.66, 4.85], [-0.17, -1.38, 4.49], [-1.20, -2.74, 3.97], [-1.87, -1.48, 5.01], [-3.05, -0.86, 1.48], [-3.50, -1.68, 2.99], [-2.44, -2.50, 1.84]], "nbo_charge": [1.275, -0.714, 0.749, -0.701, -0.579, -0.282, 0.225, -0.226, -0.121, -0.235, 0.071, -0.525, 0.309, 0.223, 0.252, 0.419, 0.231, 0.252, 0.233, 0.239, 0.243, 0.220, -0.410, -0.415, -0.398, 0.814, -0.780, -0.421, -0.406, -0.460, 0.221, 0.208, 0.219, 0.216, 0.196, 0.225, 0.218, 0.228, 0.216, 0.172, 0.277, 0.277, -0.898, -0.406, -0.434, -0.410, 0.379, -0.322, -0.413, -0.414, -0.437, 0.209, 0.205, 0.220, 0.212, 0.210, 0.219, 0.221, 0.207, 0.210, 0.290, 0.214, 0.183]}

***

No. 2
{"formula": "C18H34F7NO5", "method": "wB97M-V/def2-TZVPD", "lumo_ev": 0.82, "max_force_ha_per_bohr": 0.0935, "homo_lumo_gap_ev": 9.139, "smiles": "CC(=O)OCCNCCOCC(F)(F)C(F)(F)C(F)(F)F.CCOCC.CCOCC", "species": ["C", "C", "O", "O", "C", "C", "N", "C", "C", "O", "C", "C", "F", "F", "C", "F", "F", "C", "F", "F", "F", "H", "H", "H", "H", "H", "H", "H", "H", "H", "H", "H", "H", "H", "H", "C", "C", "O", "C", "C", "H", "H", "H", "H", "H", "H", "H", "H", "H", "H", "C", "C", "O", "C", "C", "H", "H", "H", "H", "H", "H", "H", "H", "H", "H"], "xyz": [[-1.02, -6.29, 2.11], [-1.05, -4.70, 1.93], [-0.82, -3.91, 2.89], [-1.37, -4.18, 0.64], [-0.31, -3.31, 0.16], [-0.95, -1.82, 0.03], [-1.97, -1.59, 1.10], [-2.84, -0.41, 0.80], [-4.27, -0.65, 1.57], [-4.17, -1.93, 2.23], [-5.40, -2.67, 2.19], [-5.30, -4.08, 1.46], [-6.50, -4.83, 1.72], [-4.21, -4.79, 2.03], [-5.06, -4.02, -0.12], [-4.25, -5.16, -0.48], [-4.35, -2.89, -0.57], [-6.39, -4.13, -1.01], [-6.02, -3.75, -2.33], [-6.79, -5.48, -1.11], [-7.42, -3.26, -0.58], [-1.44, -6.77, 1.16], [-1.63, -6.57, 3.04], [0.08, -6.62, 2.23], [0.61, -3.29, 0.86], [0.04, -3.69, -0.86], [-0.11, -1.06, 0.19], [-1.42, -1.75, -1.01], [-1.45, -1.44, 1.97], [-3.03, -0.32, -0.33], [-2.31, 0.52, 1.22], [-4.51, 0.20, 2.29], [-5.05, -0.69, 0.71], [-6.30, -2.06, 1.80], [-5.67, -2.90, 3.29], [3.26, 0.85, -0.04], [1.84, 1.29, -0.36], [1.05, 1.53, 0.79], [1.51, 2.55, 1.67], [1.62, 3.92, 1.01], [3.25, -0.05, 0.58], [3.82, 0.64, -0.95], [3.81, 1.62, 0.51], [1.35, 0.48, -0.91], [1.84, 2.16, -1.02], [2.46, 2.26, 2.12], [0.79, 2.61, 2.49], [2.34, 3.92, 0.19], [1.94, 4.67, 1.74], [0.66, 4.22, 0.60], [6.57, 5.44, -1.22], [5.67, 4.32, -1.69], [4.37, 4.76, -2.07], [4.31, 5.70, -3.14], [4.91, 5.18, -4.44], [6.12, 5.97, -0.38], [7.54, 5.04, -0.90], [6.76, 6.18, -2.01], [5.52, 3.61, -0.86], [6.13, 3.75, -2.50], [4.78, 6.64, -2.84], [3.25, 5.92, -3.30], [5.97, 4.94, -4.33], [4.80, 5.92, -5.23], [4.40, 4.26, -4.75]], "nbo_charge": [-0.729, 0.818, -0.584, -0.544, -0.083, -0.241, -0.627, -0.240, -0.079, -0.519, -0.128, 0.630, -0.339, -0.318, 0.568, -0.312, -0.303, 0.933, -0.321, -0.301, -0.311, 0.239, 0.250, 0.244, 0.191, 0.188, 0.183, 0.193, 0.372, 0.199, 0.186, 0.183, 0.173, 0.207, 0.220, -0.644, -0.067, -0.544, -0.062, -0.649, 0.211, 0.216, 0.203, 0.184, 0.168, 0.159, 0.186, 0.215, 0.214, 0.211, -0.645, -0.063, -0.541, -0.064, -0.645, 0.213, 0.216, 0.204, 0.186, 0.160, 0.160, 0.188, 0.203, 0.217, 0.213]}

***

No. 3
{"formula": "C18H34FN3P", "method": "wB97M-V/def2-TZVPD", "lumo_ev": -3.95, "max_force_ha_per_bohr": 0.0733, "charge": 1, "homo_lumo_gap_ev": 7.182, "smiles": "CC[C@H](C)c1c(N)[nH+]c(P(CC)CC)c(C[C@H](C)F)c1CNC", "species": ["C", "C", "C", "C", "C", "C", "N", "N", "C", "P", "C", "C", "C", "C", "C", "C", "C", "C", "F", "C", "C", "N", "C", "H", "H", "H", "H", "H", "H", "H", "H", "H", "H", "H", "H", "H", "H", "H", "H", "H", "H", "H", "H", "H", "H", "H", "H", "H", "H", "H", "H", "H", "H", "H", "H", "H", "H"], "xyz": [[-0.91, 3.23, 3.94], [-2.02, 2.42, 3.11], [-1.80, 0.84, 3.01], [-1.32, 0.15, 4.40], [-0.90, 0.38, 1.75], [0.62, 0.73, 1.60], [1.35, 1.50, 2.60], [1.40, 0.32, 0.44], [0.85, -0.44, -0.66], [2.01, -0.86, -2.13], [1.74, 0.52, -3.42], [2.51, 0.22, -4.82], [3.83, -0.87, -1.54], [4.51, 0.58, -1.70], [-0.61, -0.92, -0.66], [-1.16, -1.77, -1.89], [-0.45, -3.20, -2.12], [0.44, -3.72, -0.89], [0.27, -3.19, -3.39], [-1.50, -0.49, 0.58], [-3.02, -1.00, 0.55], [-3.88, -0.22, -0.41], [-3.67, 1.25, -0.27], [-0.09, 2.59, 4.41], [-0.37, 3.92, 3.18], [-1.43, 3.93, 4.67], [-2.05, 2.84, 2.05], [-3.05, 2.66, 3.58], [-2.84, 0.38, 2.80], [-1.74, 0.75, 5.28], [-1.80, -0.89, 4.45], [-0.19, 0.14, 4.53], [1.37, 1.05, 3.52], [2.34, 1.61, 2.32], [2.40, 0.58, 0.40], [0.62, 0.62, -3.64], [2.06, 1.55, -3.02], [2.69, 1.23, -5.34], [3.52, -0.30, -4.68], [1.82, -0.38, -5.52], [4.39, -1.69, -2.10], [3.82, -1.17, -0.42], [5.63, 0.50, -1.45], [4.42, 0.87, -2.81], [3.95, 1.30, -1.02], [-2.29, -1.97, -1.86], [-0.99, -1.15, -2.86], [-1.28, -3.98, -2.27], [1.53, -3.37, -0.92], [0.00, -3.47, 0.13], [0.44, -4.87, -0.96], [-3.50, -1.12, 1.57], [-2.97, -2.07, 0.10], [-3.74, -0.54, -1.37], [-4.49, 1.75, -0.92], [-2.67, 1.62, -0.72], [-3.85, 1.64, 0.79]], "nbo_charge": [-0.633, -0.413, -0.247, -0.617, -0.055, 0.437, -0.795, -0.541, -0.004, 0.762, -0.700, -0.630, -0.700, -0.621, -0.045, -0.500, 0.216, -0.673, -0.376, 0.126, -0.287, -0.612, -0.447, 0.206, 0.220, 0.231, 0.217, 0.230, 0.235, 0.239, 0.234, 0.191, 0.406, 0.383, 0.433, 0.248, 0.223, 0.234, 0.217, 0.237, 0.264, 0.228, 0.238, 0.226, 0.185, 0.239, 0.265, 0.191, 0.233, 0.224, 0.241, 0.229, 0.226, 0.366, 0.227, 0.177, 0.212]}